Entry from the Open Molecules 2025 dataset: one molecule with the formula C20H20ClN3O3S2 at a distorted geometry (the ωB97M-V functional and the def2-TZVPD basis).

Summary:
Max |F| ... 0.3032 hartree/bohr
E_HOMO ... -7.822 eV
ΔE to the lowest compared entry with this formula, charge and spin ... 338.4 kcal/mol
Molar mass ... 450.0 u

```
49
C20H20ClN3O3S2 | the Open Molecules 2025 dataset | the ωB97M-V functional and the def2-TZVPD basis
C 4.85446 -1.00015 -0.09584
C 3.51659 -1.73046 -0.21284
N 3.45786 -3.07910 -0.05404
N 2.31548 -3.54776 -0.23307
C 1.95556 -5.03264 0.05694
C 0.85540 -5.48845 0.46674
C 0.93517 -6.80609 0.87040
C 1.65922 -7.75035 0.09229
C 2.80813 -7.36404 -0.47951
C 3.09937 -5.72577 -0.61165
C 1.48866 -2.49996 -0.61928
Cl -0.12441 -2.81739 -0.66316
C 2.35567 -1.39925 -0.44811
C 2.15014 -0.01482 -0.56064
C 0.70674 0.58015 -0.99685
S -0.85726 0.02306 -1.20085
C -1.48733 1.50600 -1.64043
S -2.90413 2.05116 -2.28449
N -0.51500 2.43876 -1.28068
C -0.69487 3.97530 -1.69371
C -0.68924 4.69121 -0.18566
C -1.97042 4.39052 0.42064
C -2.21469 5.09810 1.76898
C -3.62110 4.60333 2.39209
C -3.76125 5.37109 3.85783
O -3.23509 6.37676 4.19333
O -4.83642 5.01500 4.50714
C 0.75973 2.02037 -1.09833
O 1.78074 2.85757 -0.87655
H 5.02503 -0.37932 -1.11934
H 4.83070 -0.15686 0.60821
H 5.53405 -1.75885 -0.02703
H 0.26211 -4.64138 1.05854
H -0.11216 -7.36067 1.16227
H 1.63121 -8.75849 0.03609
H 3.56883 -7.96231 -1.09534
H 4.01317 -5.56400 -1.00257
H 2.84466 0.67806 -0.54875
H 0.21420 4.34957 -2.19891
H -1.52939 4.14953 -2.17933
H 0.10715 4.59333 0.41474
H -0.97596 5.73832 -0.41494
H -2.15912 3.17342 0.82515
H -2.81735 4.36269 -0.14037
H -1.61937 5.01031 2.45791
H -2.33594 6.12621 1.61263
H -3.58776 3.67348 2.79819
H -4.34571 4.84273 1.69677
H -5.36253 5.48784 5.06457
```

These are the natural (NBO) partial charges, in e, on atoms 1 to 6: -0.6294, 0.1595, -0.2624, -0.1046, 0.1414, -0.2810



Entry from the Open Molecules 2025 dataset: a 4-piece molecular cluster, CH10N2O4 overall at a distorted geometry (the ωB97M-V functional and the def2-TZVPD basis).

Summary:
Max |F| ... 0.0984 hartree/bohr
E_HOMO ... -9.596 eV
ΔE to the lowest compared entry with this formula, charge and spin ... 40.7 kcal/mol
Molar mass ... 114.1 u

```
17
CH10N2O4 | the Open Molecules 2025 dataset | the ωB97M-V functional and the def2-TZVPD basis
N 0.74017 -0.88364 -0.35211
C 1.96539 -0.14512 -0.19413
N 1.80853 1.22773 -0.15039
O 3.10393 -0.66191 0.05917
H 0.27019 -0.52149 -1.10811
H 0.81944 -1.89442 -0.04061
H 2.31064 1.50770 0.70564
H 0.75264 1.35183 -0.20581
O -1.32442 1.37688 0.03993
H -2.16136 1.80675 -0.21147
H -1.31513 1.43989 0.95900
O -1.63176 -1.74832 -2.55427
H -2.57695 -1.53533 -2.25022
H -1.47407 -2.68409 -2.52741
O -0.62708 0.79593 2.75946
H 0.22652 0.76620 2.27403
H -0.88668 -0.19858 2.79730
```

These are the natural (NBO) partial charges, in e, on atoms 1 to 6: -0.8914, 0.7647, -0.8670, -0.6518, 0.4061, 0.4146



Entry from the Open Molecules 2025 dataset: an isolated ion of composition C5H12O and charge +1 at a distorted geometry (the ωB97M-V functional and the def2-TZVPD basis).

Summary:
Max |F| ... 0.0411 hartree/bohr
E_HOMO (alpha / beta) ... -15.818 / -15.796 eV
Total charge ... +1
ΔE to the lowest compared entry with this formula, charge and spin ... 37.9 kcal/mol
Molar mass ... 88.1 u
Spin multiplicity ... 2

```
18
C5H12O | the Open Molecules 2025 dataset | the ωB97M-V functional and the def2-TZVPD basis
C 1.06481 -1.33662 0.27702
O 1.81514 -1.23526 1.39676
C -0.41310 -1.08986 0.36336
C -0.78090 0.32645 0.80508
C -0.18957 1.40519 -0.09860
C -0.47283 1.13640 -1.57716
H 1.23104 -2.42418 0.00002
H 1.61476 -0.87455 -0.59162
H 1.42737 -0.56106 2.00450
H -0.75306 -1.86991 1.06235
H -0.88844 -1.29832 -0.59000
H -0.55546 0.47429 1.86252
H -1.86906 0.39258 0.78054
H 0.89882 1.36093 0.04513
H -0.48919 2.40659 0.18074
H -0.27195 2.04046 -2.14943
H 0.12993 0.32015 -1.97844
H -1.49830 0.82673 -1.79276
```

These are the natural (NBO) partial charges, in e, on atoms 1 to 6: -0.1143, -0.2987, -0.4566, -0.4107, -0.3980, -0.6182



Entry from the Open Molecules 2025 dataset: a 10-piece molecular cluster, C54H85F2N2O28P2SSi overall at a distorted geometry (the ωB97M-V functional and the def2-TZVPD basis).

Summary:
Max |F| ... 0.0928 hartree/bohr
E_HOMO ... -10.491 eV
Total charge ... +1
ΔE to the lowest compared entry with this formula, charge and spin ... 228.2 kcal/mol
Molar mass ... 1370.4 u

```
175
C54H85F2N2O28P2SSi | the Open Molecules 2025 dataset | the ωB97M-V functional and the def2-TZVPD basis
C 5.41875 1.65088 2.08013
C 6.99572 1.96742 2.11043
C 7.89304 0.67941 1.68580
C 7.02239 -0.55658 1.09609
C 7.93265 -1.83124 0.63319
C 6.88440 -3.02409 0.29735
C 6.26712 -2.78509 -1.18517
C 4.80049 -2.09090 -1.09401
C 4.68855 -1.03625 -2.31329
C 3.16140 -0.56155 -2.58999
C 2.16086 -0.64885 -1.28335
C 1.29097 0.70574 -1.57477
C -0.10252 0.87077 -0.81163
F -0.24107 -0.27664 0.05822
F 0.00198 2.05483 0.01873
C -1.40085 1.05656 -1.71048
C -2.56413 1.96058 -1.07654
Si -3.38644 1.28676 0.50778
C -2.49448 1.86874 2.13436
C -5.13056 2.14766 0.59238
C -3.75175 -0.58769 0.51733
C -3.44169 -1.35116 1.85906
C -3.72364 -2.87164 2.06621
C -4.35460 -3.63043 0.85522
C -4.64927 -2.90681 -0.49596
C -4.35882 -1.38801 -0.68164
N 1.45868 1.12244 -2.99969
P 0.72008 0.12399 -4.33570
C -0.15950 -1.41120 -3.62709
O -0.51000 1.04706 -5.15035
C 2.94547 0.89669 -3.28788
C 3.96810 2.05311 -2.74998
C 3.39630 3.52806 -2.93280
N 3.33067 4.27691 -1.83511
P 3.46028 0.85454 -5.15871
S 3.79213 -0.96189 -5.81894
H 5.15181 0.72191 2.68880
H 4.85109 2.52972 2.55250
H 5.10343 1.47392 0.98835
H 7.31875 2.31480 3.16104
H 7.24411 2.82252 1.37305
H 8.59013 1.03520 0.85018
H 8.53267 0.28390 2.54623
H 6.48547 -0.14110 0.15676
H 6.27114 -0.96540 1.85936
H 8.59529 -1.56847 -0.26494
H 8.60018 -2.17688 1.51114
H 6.07841 -3.07438 1.10621
H 7.50507 -3.98753 0.22625
H 6.95631 -2.05373 -1.73941
H 6.17250 -3.75408 -1.78130
H 4.66166 -1.48925 -0.11862
H 3.97668 -2.88077 -1.14634
H 5.42869 -0.17668 -2.20018
H 5.00281 -1.62043 -3.25912
H 2.77474 -1.47752 -3.18724
H 1.59159 -1.63120 -1.25022
H 2.81408 -0.35508 -0.39465
H 1.94947 1.47119 -1.00342
H -1.87252 0.07049 -2.05966
H -1.06184 1.61496 -2.66970
H -2.19066 3.02514 -0.88449
H -3.39291 2.04041 -1.88264
H -2.66919 3.00959 2.19509
H -1.37947 1.63687 2.12594
H -3.07294 1.41168 3.00889
H -5.78562 1.67623 -0.24016
H -5.06581 3.27933 0.44981
H -5.65574 1.86068 1.58198
H -3.00779 -0.80653 2.77686
H -3.50385 -3.35818 3.07935
H -4.59453 -4.73999 1.01642
H -5.12237 -3.49887 -1.34870
H -4.60418 -0.84583 -1.65614
H 1.10989 2.07915 -3.22142
H -0.25716 -1.41570 -2.49138
H 0.37375 -2.36471 -4.00677
H -1.19726 -1.43303 -4.12002
H -1.39594 0.75486 -4.80652
H 4.07930 1.86760 -1.61144
H 5.03461 1.90586 -3.16607
H 3.08550 3.96356 -3.94495
H 2.96365 5.21195 -2.07653
H 2.54636 1.60760 -5.98196
H 4.73349 1.54117 -5.28089
C -0.43258 5.65223 -5.09859
C 0.37544 6.80378 -5.61306
O 1.71007 6.31822 -5.53260
C 1.64552 4.96322 -5.56227
O 2.60134 4.24120 -5.68006
O 0.36456 4.52479 -5.44234
H -1.41615 5.59027 -5.56603
H -0.55674 5.67944 -4.01204
H 0.14844 7.04265 -6.65574
H 0.25138 7.70326 -5.00874
C 12.81723 -2.88928 3.82315
C 12.17760 -3.84036 2.85777
O 10.80297 -3.48604 2.92295
C 10.74166 -2.19677 3.35369
O 9.74324 -1.53352 3.36062
O 11.95850 -1.75786 3.77391
H 13.83311 -2.61895 3.53161
H 12.83245 -3.27721 4.84574
H 12.53146 -3.69772 1.83255
H 12.32406 -4.88366 3.14104
C -3.09889 4.75926 6.32486
C -2.41798 3.43393 6.16644
O -3.50111 2.54171 5.94129
C -4.53293 3.28050 5.44687
O -5.53998 2.81599 4.99274
O -4.27151 4.61259 5.53369
H -2.48900 5.58801 5.96447
H -3.39288 4.95879 7.35870
H -1.75110 3.40630 5.29913
H -1.85505 3.14554 7.05544
C 0.91697 -6.23769 -1.12962
C 1.09563 -5.28501 -2.27237
O 2.35747 -4.68855 -1.99900
C 3.05056 -5.55972 -1.21249
O 4.20991 -5.44567 -0.93519
O 2.25451 -6.57683 -0.78310
H 0.35165 -7.12692 -1.41210
H 0.43564 -5.77055 -0.26548
H 1.14769 -5.79506 -3.23871
H 0.30866 -4.52975 -2.31205
C -5.98154 9.14906 4.29280
C -4.79428 8.73049 3.48128
O -3.83040 8.39932 4.47187
C -4.51444 8.08839 5.60764
O -4.01662 7.60423 6.58485
O -5.83286 8.39658 5.49034
H -6.92644 8.91400 3.80147
H -5.96557 10.21320 4.53991
H -4.99455 7.84394 2.87213
H -4.42894 9.52952 2.83440
C 1.91520 -9.37645 0.61003
C 2.59630 -10.70395 0.47629
O 1.51440 -11.59640 0.24322
C 0.49216 -10.86151 -0.27465
O -0.50807 -11.32711 -0.73856
O 0.75507 -9.52659 -0.19705
H 2.53295 -8.55371 0.25163
H 1.60548 -9.16693 1.63828
H 3.27663 -10.74132 -0.37958
H 3.14470 -10.98399 1.37684
C -7.91594 -7.77563 -0.61844
C -6.62983 -7.88554 0.14146
O -5.68991 -7.26960 -0.73007
C -6.38524 -6.42477 -1.53710
O -5.87982 -5.62464 -2.27615
O -7.72585 -6.60204 -1.39877
H -8.78088 -7.67047 0.03769
H -8.08039 -8.62335 -1.28956
H -6.65212 -7.33269 1.08518
H -6.35225 -8.92080 0.34400
C -7.82470 -6.69570 -4.60420
C -8.03931 -5.77114 -5.76327
O -8.92738 -6.50281 -6.59691
C -9.58464 -7.39131 -5.80064
O -10.52187 -8.04761 -6.15113
O -9.03732 -7.43536 -4.55428
H -7.65835 -6.16109 -3.67140
H -6.99426 -7.38894 -4.77020
H -8.52183 -4.83468 -5.46801
H -7.11211 -5.54096 -6.29029
C -6.66606 13.71284 6.75267
C -6.34294 14.77769 5.74904
O -6.25850 14.05282 4.52944
C -6.99317 12.91853 4.68598
O -7.27102 12.16442 3.79625
O -7.37260 12.75043 5.98137
H -7.28409 14.08437 7.57119
H -5.76998 13.24346 7.16892
H -7.13628 15.52565 5.66170
H -5.40135 15.28389 5.96652
```

These are the Mulliken partial charges, in e, on atoms 1 to 6: -0.5099, -0.4725, -0.4131, 0.2798, -0.1395, -0.7722



Entry from the Open Molecules 2025 dataset: a 2-piece molecular cluster, C5H13NO overall at a distorted geometry (the ωB97M-V functional and the def2-TZVPD basis).

Summary:
Max |F| ... 0.0442 hartree/bohr
E_HOMO (alpha / beta) ... 1.249 / -5.004 eV
Total charge ... -1
ΔE to the lowest compared entry with this formula, charge and spin ... 29.7 kcal/mol
Molar mass ... 103.2 u
Spin multiplicity ... 2

```
20
C5H13NO | the Open Molecules 2025 dataset | the ωB97M-V functional and the def2-TZVPD basis
C -0.48040 1.17209 2.12979
C 0.46938 0.06317 1.59408
N 1.96640 -1.41942 -0.38425
C 0.56805 -1.32652 -0.44986
C -0.17377 -0.79580 0.54123
C -0.08239 -2.33617 -1.36375
H -1.41365 0.98433 1.59216
H -0.14045 2.15015 1.80375
H -0.61458 1.18682 3.21174
H 1.27551 0.59719 1.10991
H 0.84265 -0.57474 2.40302
H 2.43827 -1.26285 -1.26514
H 2.34574 -0.94911 0.41975
H -1.23051 -1.02390 0.57306
H 0.27188 -2.17835 -2.38631
H -1.16263 -2.29722 -1.29793
H 0.25786 -3.31446 -1.06838
H -1.84164 4.19042 -1.75575
H -1.20885 3.53507 -2.91510
O -2.08688 3.59931 -2.49203
```

These are the natural (NBO) partial charges, in e, on atoms 1 to 6: -0.6987, -0.5194, -0.8623, 0.0715, -0.3000, -0.6547



Entry from the Open Molecules 2025 dataset: a 2-piece molecular cluster, C5H10O overall at a distorted geometry (the ωB97M-V functional and the def2-TZVPD basis).

Summary:
Max |F| ... 0.0941 hartree/bohr
E_HOMO ... -9.208 eV
ΔE to the lowest compared entry with this formula, charge and spin ... 85.5 kcal/mol
Molar mass ... 86.1 u

```
16
C5H10O | the Open Molecules 2025 dataset | the ωB97M-V functional and the def2-TZVPD basis
C 0.61141 1.23849 2.36908
C -0.03119 0.82883 1.31314
C 0.45350 0.20786 0.07490
C 0.88415 -0.99616 -0.18891
C 1.19789 -1.37470 -1.58642
H 0.10182 1.43629 3.25514
H 1.52365 1.15435 2.84716
H -1.12326 0.73181 1.36683
H 0.55107 0.87759 -0.89066
H 1.22560 -1.70578 0.50297
H 2.27503 -1.36010 -1.69800
H 0.49470 -0.87834 -2.38269
H 0.78127 -2.51848 -1.87982
O -2.41674 0.23659 -1.17388
H -3.27744 0.43334 -1.53823
H -1.91308 0.51073 -2.08241
```

These are the natural (NBO) partial charges, in e, on atoms 1 to 6: -0.3998, -0.1959, -0.2033, -0.2025, -0.6335, 0.1841



Number 4 is which compound? C54H85F2N2O28P2SSi



Copy entry 6 word for word.
Entry from the Open Molecules 2025 dataset: a 2-piece molecular cluster, C5H10O overall at a distorted geometry (the ωB97M-V functional and the def2-TZVPD basis).

Summary:
Max |F| ... 0.0941 hartree/bohr
E_HOMO ... -9.208 eV
ΔE to the lowest compared entry with this formula, charge and spin ... 85.5 kcal/mol
Molar mass ... 86.1 u

```
16
C5H10O | the Open Molecules 2025 dataset | the ωB97M-V functional and the def2-TZVPD basis
C 0.61141 1.23849 2.36908
C -0.03119 0.82883 1.31314
C 0.45350 0.20786 0.07490
C 0.88415 -0.99616 -0.18891
C 1.19789 -1.37470 -1.58642
H 0.10182 1.43629 3.25514
H 1.52365 1.15435 2.84716
H -1.12326 0.73181 1.36683
H 0.55107 0.87759 -0.89066
H 1.22560 -1.70578 0.50297
H 2.27503 -1.36010 -1.69800
H 0.49470 -0.87834 -2.38269
H 0.78127 -2.51848 -1.87982
O -2.41674 0.23659 -1.17388
H -3.27744 0.43334 -1.53823
H -1.91308 0.51073 -2.08241
```

These are the natural (NBO) partial charges, in e, on atoms 1 to 6: -0.3998, -0.1959, -0.2033, -0.2025, -0.6335, 0.1841



What is the molar mass in the first record? 450.0 u



What did the second record say?
Entry from the Open Molecules 2025 dataset: a 4-piece molecular cluster, CH10N2O4 overall at a distorted geometry (the ωB97M-V functional and the def2-TZVPD basis).

Summary:
Max |F| ... 0.0984 hartree/bohr
E_HOMO ... -9.596 eV
ΔE to the lowest compared entry with this formula, charge and spin ... 40.7 kcal/mol
Molar mass ... 114.1 u

```
17
CH10N2O4 | the Open Molecules 2025 dataset | the ωB97M-V functional and the def2-TZVPD basis
N 0.74017 -0.88364 -0.35211
C 1.96539 -0.14512 -0.19413
N 1.80853 1.22773 -0.15039
O 3.10393 -0.66191 0.05917
H 0.27019 -0.52149 -1.10811
H 0.81944 -1.89442 -0.04061
H 2.31064 1.50770 0.70564
H 0.75264 1.35183 -0.20581
O -1.32442 1.37688 0.03993
H -2.16136 1.80675 -0.21147
H -1.31513 1.43989 0.95900
O -1.63176 -1.74832 -2.55427
H -2.57695 -1.53533 -2.25022
H -1.47407 -2.68409 -2.52741
O -0.62708 0.79593 2.75946
H 0.22652 0.76620 2.27403
H -0.88668 -0.19858 2.79730
```

These are the natural (NBO) partial charges, in e, on atoms 1 to 6: -0.8914, 0.7647, -0.8670, -0.6518, 0.4061, 0.4146